{
  "formula": "C4H7NO",
  "method": "wB97M-V/def2-TZVPD",
  "smiles": "O=CNC1CC1",
  "homo_energy_ev": -9.46,
  "e_lumo_ev": 1.04,
  "largest_force_ev_per_a": 0.38,
  "orbital_gap_ha": 0.386,
  "de_lowest_kcal_mol": 32.3,
  "symbols": ["O", "C", "N", "C", "C", "C", "H", "H", "H", "H", "H", "H", "H"],
  "xyz": [[2.995, -1.404, -0.109], [2.091, -0.681, -0.468], [0.869, -0.601, 0.135], [-0.110, 0.394, -0.188], [-1.144, 0.655, 0.859], [-1.544, 0.032, -0.452], [2.186, 0.004, -1.335], [0.825, -0.937, 1.086], [0.294, 1.238, -0.742], [-1.133, -0.009, 1.722], [-1.411, 1.679, 1.092], [-2.094, 0.648, -1.157], [-1.823, -1.018, -0.443]],
  "lowdin_charge": [0.017, -0.359, 0.059, -0.325, -0.113, -0.100, 0.135, 0.141, 0.142, 0.103, 0.099, 0.098, 0.104]
}



{
  "formula": "C4H13NNbSr",
  "method": "wB97M-V/def2-TZVPD",
  "homo_energy_ev": -12.24,
  "total_charge": 1,
  "e_lumo_ev": -5.25,
  "largest_force_ev_per_a": 1.13,
  "orbital_gap_ha": 0.257,
  "symbols": ["C", "Nb", "C", "C", "C", "N", "H", "H", "H", "H", "H", "H", "H", "H", "H", "H", "H", "H", "H", "Sr"],
  "xyz": [[2.331, -1.178, 1.235], [1.532, 0.453, 0.210], [-0.195, -0.310, -1.059], [-1.597, -0.628, -0.535], [-2.351, 0.395, 0.297], [-2.082, -1.766, -0.818], [2.986, -0.891, 2.066], [1.485, -1.760, 1.636], [2.893, -1.819, 0.542], [2.613, 0.627, -1.238], [0.911, 2.003, -0.693], [0.413, 1.299, 1.395], [2.500, 1.876, 0.681], [0.283, -1.268, -1.308], [-0.368, 0.178, -2.045], [-2.163, 1.438, 0.005], [-2.034, 0.354, 1.341], [-3.428, 0.239, 0.243], [-3.020, -1.907, -0.440], [-0.709, 2.663, -1.514]],
  "lowdin_charge": [-0.349, 0.983, -0.367, -0.522, -0.076, 0.143, 0.006, 0.009, 0.010, -0.061, -0.339, -0.073, -0.083, 0.057, 0.003, -0.021, 0.087, 0.089, 0.067, 1.437]
}



{
  "formula": "C29H64N2O8PS",
  "method": "wB97M-V/def2-TZVPD",
  "homo_energy_ev": -10.80,
  "total_charge": 1,
  "e_lumo_ev": -2.86,
  "largest_force_ev_per_a": 7.94,
  "orbital_gap_ha": 0.292,
  "de_lowest_kcal_mol": 158.1,
  "symbols": ["C", "C", "P", "C", "C", "C", "N", "C", "C", "C", "C", "C", "C", "C", "C", "O", "C", "C", "C", "C", "O", "N", "C", "C", "C", "C", "S", "O", "O", "H", "H", "H", "H", "H", "H", "H", "H", "H", "H", "H", "H", "H", "H", "H", "H", "H", "H", "H", "H", "H", "H", "H", "H", "H", "H", "H", "H", "H", "H", "H", "H", "H", "H", "H", "H", "H", "H", "H", "H", "H", "H", "H", "H", "C", "O", "C", "C", "O", "C", "H", "H", "H", "H", "H", "H", "H", "H", "H", "H", "C", "O", "C", "C", "O", "C", "H", "H", "H", "H", "H", "H", "H", "H", "H", "H"],
  "xyz": [[-0.194, -2.520, 1.909], [-0.139, -0.950, 2.386], [1.330, 0.047, 1.613], [1.273, 1.747, 2.549], [0.992, 0.504, -0.212], [-0.254, -0.285, -1.003], [0.301, -0.252, -2.437], [-0.532, -0.834, -3.555], [-0.744, 0.144, -4.853], [-1.605, 1.509, -4.564], [-3.232, 1.315, -4.536], [-3.837, 0.882, -3.059], [-5.390, 0.342, -3.364], [-6.231, 0.256, -1.959], [-5.710, -1.019, -1.009], [-6.905, -1.479, -0.277], [-6.576, -2.616, 0.611], [1.797, -0.486, -2.393], [2.403, -1.857, -1.730], [1.544, -3.219, -2.037], [0.578, -3.552, -1.137], [1.745, -4.178, -3.189], [0.444, -4.565, -3.860], [2.790, -3.708, -4.177], [2.237, 0.668, -1.266], [3.785, 0.689, -0.729], [4.178, 2.523, -0.362], [4.960, 3.176, -1.567], [4.921, 2.724, 0.985], [-1.091, -2.770, 1.172], [-0.370, -3.222, 2.854], [0.804, -2.865, 1.398], [-1.177, -0.434, 2.205], [0.040, -0.968, 3.565], [0.211, 2.255, 2.375], [1.476, 1.642, 3.697], [2.070, 2.467, 2.027], [0.557, 1.599, -0.139], [-1.259, 0.341, -1.072], [-0.623, -1.306, -0.568], [0.263, 0.796, -2.619], [-1.540, -1.229, -3.074], [0.033, -1.803, -3.939], [-1.377, -0.485, -5.645], [0.252, 0.434, -5.412], [-1.324, 2.282, -5.423], [-1.284, 2.026, -3.555], [-3.702, 2.388, -4.766], [-3.623, 0.618, -5.414], [-3.268, -0.003, -2.546], [-3.845, 1.788, -2.288], [-5.363, -0.646, -3.992], [-5.880, 1.214, -4.015], [-6.236, 1.265, -1.350], [-7.354, 0.015, -2.251], [-5.224, -1.844, -1.703], [-4.884, -0.569, -0.278], [-5.565, -2.408, 1.166], [-6.569, -3.659, 0.033], [-7.448, -2.684, 1.400], [2.379, -0.131, -3.373], [2.523, -1.803, -0.544], [3.522, -1.954, -2.135], [-0.485, -3.912, -3.493], [0.579, -4.534, -5.033], [0.208, -5.677, -3.545], [2.965, -4.618, -4.928], [2.364, -2.826, -4.828], [3.838, -3.472, -3.713], [2.083, 1.750, -1.684], [4.497, 0.345, -1.622], [3.877, 0.006, 0.217], [2.956, 3.266, -0.285], [2.926, 6.177, 1.928], [1.586, 6.289, 1.459], [1.191, 7.650, 1.252], [1.376, 8.083, -0.206], [2.749, 8.049, -0.607], [3.100, 6.834, -1.264], [3.278, 5.165, 1.713], [3.604, 6.889, 1.454], [2.941, 6.334, 3.010], [1.731, 8.314, 1.938], [0.126, 7.713, 1.501], [1.042, 9.125, -0.304], [0.763, 7.473, -0.883], [2.810, 6.888, -2.315], [2.625, 5.960, -0.808], [4.183, 6.711, -1.199], [-0.838, -4.242, 5.825], [0.492, -3.880, 5.469], [1.088, -2.986, 6.416], [1.933, -3.732, 7.454], [1.144, -4.618, 8.253], [1.152, -5.957, 7.763], [-1.089, -5.170, 5.305], [-0.964, -4.401, 6.898], [-1.523, -3.456, 5.496], [0.319, -2.368, 6.896], [1.745, -2.316, 5.850], [2.374, -2.995, 8.138], [2.758, -4.278, 6.977], [2.052, -6.469, 8.110], [1.116, -6.001, 6.670], [0.274, -6.471, 8.158]],
  "lowdin_charge": [-0.185, -0.419, 0.910, -0.302, -0.389, -0.066, -0.115, -0.114, -0.158, -0.214, -0.214, -0.216, -0.218, -0.175, -0.233, -0.262, -0.122, -0.166, -0.035, -0.243, -0.074, -0.174, -0.098, -0.115, -0.294, -0.208, 0.780, -0.430, -0.417, 0.079, 0.079, 0.062, 0.085, 0.095, 0.065, 0.066, 0.038, 0.115, 0.148, 0.125, 0.161, 0.148, 0.123, 0.141, 0.126, 0.129, 0.108, 0.130, 0.127, 0.073, 0.130, 0.121, 0.125, 0.124, 0.125, 0.130, 0.125, 0.093, 0.109, 0.106, 0.193, 0.135, 0.135, 0.098, 0.108, 0.115, 0.121, 0.096, 0.102, 0.125, 0.142, 0.100, 0.086, -0.103, -0.210, -0.190, -0.192, -0.189, -0.110, 0.069, 0.089, 0.093, 0.129, 0.124, 0.127, 0.122, 0.088, 0.065, 0.096, -0.116, -0.218, -0.197, -0.192, -0.194, -0.108, 0.092, 0.085, 0.082, 0.125, 0.118, 0.126, 0.127, 0.088, 0.082, 0.092]
}